A molecular structure, C11H6CuF14N2O17S4 at a distorted geometry. Source: the OMol25 dataset; level of theory: wB97M-V/def2-TZVPD.

```
! wB97M-V def2-TZVPD RIJCOSX def2/J DEFGRID3
* xyz -2 2
Cu -13.5823 -18.7898 -3.8721
C -15.0784 -22.2819 -2.4754
F -13.8540 -22.3817 -1.9852
F -15.6842 -23.4607 -2.5612
F -15.7858 -21.4972 -1.6576
S -15.0691 -21.5459 -4.2700
O -13.7002 -21.7253 -4.6594
O -16.0651 -22.2979 -4.9932
N -15.3908 -19.9021 -3.9235
S -16.9879 -19.7757 -3.8934
O -17.3799 -19.1644 -5.1415
O -17.7887 -20.9101 -3.4751
C -17.1534 -18.4350 -2.5461
F -16.6857 -18.7694 -1.3679
F -16.4926 -17.3640 -2.9832
F -18.4578 -18.1030 -2.4695
C -13.9900 -19.8667 -8.4172
F -14.1657 -20.7741 -7.4562
F -12.9376 -20.2302 -9.1429
F -15.1079 -19.9078 -9.1368
S -13.7251 -18.0806 -7.6867
O -14.7713 -17.2663 -8.2656
O -13.8534 -18.3497 -6.2811
N -12.0607 -17.8160 -8.0862
S -12.2844 -16.9872 -9.3726
O -13.0426 -17.6384 -10.4515
O -12.7096 -15.5768 -9.2511
C -10.4654 -16.8627 -9.9711
F -9.6430 -16.3960 -9.0040
F -9.9636 -18.0779 -10.2325
F -10.3925 -15.9903 -10.9710
C -10.9333 -19.1686 -4.0825
O -9.7365 -19.4579 -4.3132
O -11.6008 -18.3261 -4.7812
O -11.7338 -20.1112 -3.6882
C -14.6940 -14.8495 -6.5055
C -14.4750 -13.7612 -5.4837
O -13.7572 -14.4760 -4.5225
C -14.2193 -15.7463 -4.5003
O -13.9296 -16.5718 -3.6968
O -14.9800 -15.9272 -5.6041
F -15.6371 -13.2869 -4.9527
H -13.7976 -15.0837 -7.0862
H -15.5234 -14.8023 -7.2069
H -13.9121 -12.9497 -5.9450
C -12.6174 -19.1151 1.5554
C -14.0388 -19.6374 1.2288
O -14.0253 -19.6194 -0.1384
C -13.1939 -18.6484 -0.5874
O -13.1903 -18.3036 -1.7241
O -12.4323 -18.2604 0.4149
F -14.9727 -18.7408 1.6971
H -11.9521 -19.9751 1.6365
H -12.5725 -18.5833 2.5017
H -14.2420 -20.6616 1.5360
*
```

As for the electronic energy: -175315.81341 eV. The LUMO energy (alpha / beta) is 3.682 / 3.683 eV. For the HOMO energy (alpha / beta), the calculation gives -3.11 / -2.89 eV.



A gas-phase ion, C4H10N2O (charge +1) at a distorted geometry. Source: the OMol25 dataset; level of theory: wB97M-V/def2-TZVPD.

```
! wB97M-V def2-TZVPD RIJCOSX def2/J DEFGRID3
* xyz 1 2
N -0.5377 -0.4390 -2.1542
C 0.5270 0.4521 -1.9223
C 1.0873 0.1055 -0.4952
N 0.0676 0.4574 0.4559
C -0.0304 -0.3958 1.6230
C -1.2985 -0.1774 2.4444
O -1.4059 -0.4479 3.5953
H -1.2028 -0.4323 -1.3706
H -1.0296 -0.3293 -3.0407
H 1.3304 0.2745 -2.6372
H 0.3034 1.5226 -1.9023
H 1.2332 -0.9670 -0.4778
H 2.0536 0.5905 -0.3392
H 0.2473 1.4029 0.7988
H 0.8301 -0.3220 2.2793
H -0.0342 -1.4535 1.3445
H -2.1407 0.1587 1.7982
*
```

Its energy relative to the best compared isomer or geometry (same formula, charge and spin) is 185.78 kJ/mol. As for the electronic energy: -9328.00319 eV. The LUMO energy (alpha / beta) is -3.073 / -8.850 eV. For the HOMO energy (alpha / beta), the calculation gives -13.84 / -13.80 eV.



A molecular structure, C12H39Ca3O31P3S4 at a distorted geometry. Source: the OMol25 dataset; level of theory: wB97M-V/def2-TZVPD.

```
! wB97M-V def2-TZVPD RIJCOSX def2/J DEFGRID3
* xyz -2 1
Ca 0.3668 1.6164 4.9301
Ca 5.1075 3.4363 0.0138
Ca 4.8842 -3.3605 0.2775
S 9.2836 0.7383 -0.3131
O 8.5922 1.4438 -1.4268
O 8.7024 -0.5701 -0.0899
O 10.7263 0.6390 -0.3995
O 9.0184 1.5667 0.8680
S 3.4388 5.8924 4.7057
O 3.0703 4.9809 5.8127
O 2.8948 5.2572 3.5172
O 3.0587 7.2660 4.8924
O 4.8926 5.6717 4.4869
S 5.0017 -0.8586 5.1064
O 5.1764 -2.2299 4.5918
O 6.1781 -0.3891 5.7270
O 4.6533 -0.0024 3.9791
O 3.8562 -0.7238 5.9896
S 0.7875 -0.4690 -1.0269
O 2.1688 -0.1002 -1.1098
O 0.0177 -0.0672 -2.2089
O 0.9372 -1.9259 -0.8547
O 0.3074 0.0756 0.2101
C 0.7398 5.9929 -3.5230
O 1.5379 4.8641 -3.4544
H 1.3428 6.8278 -3.1661
H 0.6365 6.1793 -4.5920
H -0.2016 5.9295 -2.9773
H 0.9911 4.0753 -3.4369
C -2.9833 2.0291 -7.9994
O -3.4117 1.1798 -7.0416
H -3.8150 2.5187 -8.5060
H -2.2169 2.7777 -7.7988
H -2.7008 1.4288 -8.8642
H -2.7122 1.0099 -6.4065
C -4.7406 -4.1797 -1.9776
O -3.5223 -4.8795 -1.9776
H -5.5369 -4.8755 -2.2418
H -4.8599 -3.7513 -0.9824
H -4.5040 -3.3940 -2.6951
H -2.8544 -4.2844 -1.6291
C 7.7387 -3.9568 -6.6304
O 6.9921 -5.1518 -6.9340
P 5.4893 -5.4224 -6.3447
O 5.1922 -4.8431 -4.9807
O 5.4919 -7.0498 -6.5418
C 5.0666 -7.6522 -7.6316
O 4.5941 -4.8205 -7.5803
C 3.2989 -4.3524 -7.2338
H 7.4651 -3.4457 -5.7073
H 7.5918 -3.1775 -7.3783
H 8.8114 -4.1144 -6.5186
H 5.4660 -8.6655 -7.6754
H 5.4841 -7.1638 -8.5121
H 3.9777 -7.6864 -7.5983
H 2.7486 -5.1187 -6.6879
H 2.7565 -4.1681 -8.1611
H 3.2980 -3.4380 -6.6407
C -6.3436 -2.2101 5.2277
O -5.7208 -3.5031 5.1635
P -4.2366 -3.7385 5.7702
O -3.2476 -2.6138 5.4898
O -3.7692 -5.2349 5.2154
C -2.4338 -5.5130 4.9063
O -4.6666 -4.1045 7.3488
C -3.7478 -4.2680 8.4098
H -7.3069 -2.2952 5.7306
H -6.4888 -2.0134 4.1654
H -5.6377 -1.4783 5.6205
H -2.0987 -6.5230 5.1423
H -1.7033 -4.9086 5.4441
H -2.2711 -5.4278 3.8319
H -3.9085 -3.6083 9.2625
H -2.7494 -4.0234 8.0471
H -3.5582 -5.2886 8.7422
C -3.3344 8.3660 2.8287
O -4.4314 7.5929 3.3504
P -4.7607 6.0390 2.9527
O -3.8122 5.0321 3.5058
O -6.3061 5.7433 3.4869
C -6.7740 6.4433 4.6616
O -4.9144 6.0849 1.2918
C -5.2533 4.9566 0.5597
H -3.5098 9.1885 2.1354
H -2.7770 7.5863 2.3096
H -2.8496 8.6525 3.7620
H -7.0615 5.7434 5.4462
H -7.7029 6.8989 4.3184
H -6.2573 7.2802 5.1313
H -6.0960 5.2554 -0.0637
H -5.5674 4.1874 1.2653
H -4.4754 4.5928 -0.1116
*
```

As for the electronic energy: -203059.00159 eV. The LUMO energy is 0.044 eV. For the HOMO energy, the calculation gives -2.39 eV.



A single C26H24N2O4 molecule. Source: the OMol25 dataset; level of theory: wB97M-V/def2-TZVPD.

```
! wB97M-V def2-TZVPD RIJCOSX def2/J DEFGRID3
* xyz 0 1
O -5.4541 -1.2432 0.3067
C -5.5125 -0.0531 0.1094
N -6.6797 0.6719 0.0303
C -7.9962 0.2157 0.1613
C -8.3162 -1.0627 0.6057
C -9.6431 -1.4344 0.7236
C -10.6599 -0.5506 0.4050
C -10.3422 0.7232 -0.0356
C -9.0205 1.1062 -0.1551
N -4.4108 0.7609 -0.0656
C -3.0636 0.4007 -0.0964
C -2.6237 -0.9203 -0.0995
C -1.2722 -1.1961 -0.1496
C -0.3237 -0.1769 -0.2113
C 1.1111 -0.4735 -0.2796
C 1.6692 -1.5090 0.4699
C 3.0218 -1.7632 0.4127
C 3.8674 -0.9939 -0.3900
C 5.3136 -1.3161 -0.3587
O 5.7098 -2.3797 0.0638
C 6.2714 -0.2361 -0.8459
C 7.7413 -0.6867 -0.8458
C 8.5402 0.4136 -0.1357
C 7.6185 1.6319 -0.1245
C 6.2216 1.0329 0.0463
C 5.9516 0.6586 1.4885
O 6.7558 0.3042 2.3039
O 4.6474 0.7892 1.7836
C 3.3062 0.0241 -1.1591
C 1.9522 0.2781 -1.1005
C -0.7743 1.1423 -0.2073
C -2.1211 1.4276 -0.1464
H -6.6116 1.6460 -0.2293
H -7.5284 -1.7547 0.8494
H -9.8814 -2.4287 1.0705
H -11.6926 -0.8499 0.4991
H -11.1250 1.4228 -0.2896
H -8.7772 2.1031 -0.4984
H -4.5690 1.7567 -0.1329
H -3.3433 -1.7201 -0.0613
H -0.9481 -2.2258 -0.1692
H 1.0375 -2.0991 1.1172
H 3.4596 -2.5567 1.0005
H 5.9707 0.0491 -1.8573
H 7.8317 -1.6378 -0.3213
H 8.0879 -0.8319 -1.8689
H 9.4851 0.6217 -0.6352
H 8.7492 0.1186 0.8908
H 7.8637 2.3273 0.6771
H 7.6666 2.1629 -1.0770
H 5.4221 1.7078 -0.2644
H 4.4813 0.5200 2.7012
H 3.9161 0.6133 -1.8266
H 1.5308 1.0593 -1.7162
H -0.0605 1.9522 -0.2262
H -2.4508 2.4582 -0.1358
*
```

Its energy relative to the best compared isomer or geometry (same formula, charge and spin) is 4.52 kJ/mol. As for the electronic energy: -38523.79013 eV. The LUMO energy is 0.105 eV. As for the structure (SMILES): O=C(Nc1ccccc1)Nc1ccc(-c2ccc(C(=O)[C@@H]3CCC[C@@H]3C(=O)O)cc2)cc1. For the HOMO energy, the calculation gives -8.11 eV.



7 unconnected molecules or ions with the total composition C14H42O7. Source: the OMol25 dataset; level of theory: wB97M-V/def2-TZVPD.

```
! wB97M-V def2-TZVPD RIJCOSX def2/J DEFGRID3
* xyz 0 1
C -3.2152 2.7475 -0.3034
C -2.0684 2.7252 -1.3070
O -1.6790 1.4272 -1.6522
H -3.6439 3.7462 -0.1758
H -2.8904 2.4011 0.6819
H -4.0207 2.0856 -0.6313
H -1.2144 3.2362 -0.8649
H -2.3526 3.3004 -2.1989
H -2.4655 0.9622 -1.9698
C -0.6613 -0.8406 1.0712
C 0.6991 -1.0953 1.6896
O 1.5638 0.0332 1.6533
H -0.5586 -0.5635 0.0214
H -1.1766 -0.0169 1.5740
H -1.2832 -1.7309 1.1818
H 1.2183 -1.8984 1.1642
H 0.5973 -1.4441 2.7277
H 1.1664 0.7736 2.1409
C 4.2063 1.5370 -1.3192
C 2.6947 1.5870 -1.3084
O 2.1013 0.3236 -1.0821
H 4.5669 1.1222 -0.3719
H 4.6369 2.5403 -1.4074
H 4.6128 0.9311 -2.1285
H 2.3009 1.9505 -2.2613
H 2.3705 2.3149 -0.5508
H 2.0526 0.1702 -0.1285
C -0.5848 -4.1072 -2.5146
C -1.0753 -2.7029 -2.2229
O -2.2728 -2.4172 -2.9702
H -1.3756 -4.8315 -2.2984
H 0.2716 -4.3446 -1.8841
H -0.2989 -4.2087 -3.5612
H -0.3202 -1.9726 -2.4964
H -1.2877 -2.6284 -1.1526
H -2.8893 -3.1336 -2.7856
C 0.2320 3.9719 1.4765
C -0.1830 3.2654 2.7316
O 0.8176 2.2906 3.1072
H 1.1783 4.5018 1.6211
H -0.5083 4.6951 1.1305
H 0.3915 3.2362 0.6889
H -1.0818 2.6757 2.5359
H -0.3940 3.9181 3.5774
H 1.4972 2.7162 3.6360
C -4.5359 -1.1024 -0.0152
C -4.9801 -0.8259 -1.4425
O -3.9181 -0.2374 -2.2067
H -3.5788 -1.6316 -0.0348
H -5.2621 -1.6978 0.5382
H -4.3701 -0.1665 0.5189
H -5.8157 -0.1229 -1.4613
H -5.3299 -1.7403 -1.9315
H -3.4363 -0.9737 -2.6151
C 4.9561 -1.4843 1.5944
C 4.0375 -2.6388 1.9525
O 4.7662 -3.8435 2.1919
H 5.5294 -1.7235 0.6891
H 5.6721 -1.2899 2.3925
H 4.3941 -0.5707 1.3961
H 3.2642 -2.7824 1.1958
H 3.5546 -2.4391 2.9120
H 5.3780 -3.9787 1.4623
*
```

Its energy relative to the best compared isomer or geometry (same formula, charge and spin) is 98.52 kJ/mol. As for the electronic energy: -29530.45363 eV. The LUMO energy is 0.611 eV. As for the structure (SMILES): CCO.CCO.CCO.CCO.CCO.CCO.CCO. For the HOMO energy, the calculation gives -9.50 eV.



A molecular structure, C17H19N7O2SV at a distorted geometry. Source: the OMol25 dataset; level of theory: wB97M-V/def2-TZVPD.

```
! wB97M-V def2-TZVPD RIJCOSX def2/J DEFGRID3
* xyz 2 2
V -0.1635 0.6563 -0.2977
O -1.7383 0.2432 -0.5879
C -2.5942 -0.5733 -1.3115
C -3.9540 -0.4586 -1.2157
C -4.7425 -1.2937 -2.0018
C -4.1636 -2.2378 -2.8399
C -2.7850 -2.3476 -2.9069
C -1.9815 -1.5034 -2.1462
C -0.5356 -1.5619 -2.2619
N 0.2768 -0.8057 -1.6127
N 1.6452 -0.9435 -1.8834
C 2.2817 0.0294 -1.3531
O 1.5319 0.9505 -0.6562
C 3.7167 0.2054 -1.4828
C 4.3107 1.3876 -1.0446
C 5.6742 1.5698 -1.1986
C 6.4409 0.5671 -1.7768
C 5.8502 -0.6166 -2.2054
C 4.4888 -0.8025 -2.0629
H -4.3980 0.2772 -0.5574
H -5.8197 -1.1941 -1.9606
H -4.7880 -2.8795 -3.4475
H -2.3223 -3.0826 -3.5568
H -0.0899 -2.2666 -2.9587
H 3.7041 2.1585 -0.5876
H 6.1409 2.4887 -0.8696
H 7.5090 0.7064 -1.8909
H 6.4567 -1.3939 -2.6506
H 4.0142 -1.7189 -2.3865
C -2.8551 0.7548 5.1115
C -1.7996 -0.0268 4.4222
N -1.1232 -1.0089 4.9185
N -0.3013 -1.4081 3.8959
C -0.4368 -0.6945 2.7947
S 0.4433 -0.9339 1.3458
N -1.4005 0.1888 3.1023
N -1.8378 1.1721 2.2125
H -2.9398 0.3897 6.1318
H -3.8199 0.6323 4.6164
H -2.6113 1.8182 5.1434
H 0.3392 -2.1748 4.0389
H -2.7882 0.9588 1.9268
H -1.8328 2.0658 2.6918
N -0.2626 2.8916 -0.1594
H 0.1255 3.2702 -1.0211
H 0.3213 3.2464 0.5921
H -1.1865 3.2983 -0.0520
*
```

Its energy relative to the best compared isomer or geometry (same formula, charge and spin) is 91.84 kJ/mol. As for the electronic energy: -68972.46711 eV. The LUMO energy (alpha / beta) is -7.550 / -7.275 eV. For the HOMO energy (alpha / beta), the calculation gives -13.99 / -13.99 eV.



- Look up the electronic energy of the sixth one.
  -68972.46711 eV



Please write out number 1 again, unchanged.
A molecular structure, C11H6CuF14N2O17S4 at a distorted geometry. Source: the OMol25 dataset; level of theory: wB97M-V/def2-TZVPD.

```
! wB97M-V def2-TZVPD RIJCOSX def2/J DEFGRID3
* xyz -2 2
Cu -13.5823 -18.7898 -3.8721
C -15.0784 -22.2819 -2.4754
F -13.8540 -22.3817 -1.9852
F -15.6842 -23.4607 -2.5612
F -15.7858 -21.4972 -1.6576
S -15.0691 -21.5459 -4.2700
O -13.7002 -21.7253 -4.6594
O -16.0651 -22.2979 -4.9932
N -15.3908 -19.9021 -3.9235
S -16.9879 -19.7757 -3.8934
O -17.3799 -19.1644 -5.1415
O -17.7887 -20.9101 -3.4751
C -17.1534 -18.4350 -2.5461
F -16.6857 -18.7694 -1.3679
F -16.4926 -17.3640 -2.9832
F -18.4578 -18.1030 -2.4695
C -13.9900 -19.8667 -8.4172
F -14.1657 -20.7741 -7.4562
F -12.9376 -20.2302 -9.1429
F -15.1079 -19.9078 -9.1368
S -13.7251 -18.0806 -7.6867
O -14.7713 -17.2663 -8.2656
O -13.8534 -18.3497 -6.2811
N -12.0607 -17.8160 -8.0862
S -12.2844 -16.9872 -9.3726
O -13.0426 -17.6384 -10.4515
O -12.7096 -15.5768 -9.2511
C -10.4654 -16.8627 -9.9711
F -9.6430 -16.3960 -9.0040
F -9.9636 -18.0779 -10.2325
F -10.3925 -15.9903 -10.9710
C -10.9333 -19.1686 -4.0825
O -9.7365 -19.4579 -4.3132
O -11.6008 -18.3261 -4.7812
O -11.7338 -20.1112 -3.6882
C -14.6940 -14.8495 -6.5055
C -14.4750 -13.7612 -5.4837
O -13.7572 -14.4760 -4.5225
C -14.2193 -15.7463 -4.5003
O -13.9296 -16.5718 -3.6968
O -14.9800 -15.9272 -5.6041
F -15.6371 -13.2869 -4.9527
H -13.7976 -15.0837 -7.0862
H -15.5234 -14.8023 -7.2069
H -13.9121 -12.9497 -5.9450
C -12.6174 -19.1151 1.5554
C -14.0388 -19.6374 1.2288
O -14.0253 -19.6194 -0.1384
C -13.1939 -18.6484 -0.5874
O -13.1903 -18.3036 -1.7241
O -12.4323 -18.2604 0.4149
F -14.9727 -18.7408 1.6971
H -11.9521 -19.9751 1.6365
H -12.5725 -18.5833 2.5017
H -14.2420 -20.6616 1.5360
*
```

As for the electronic energy: -175315.81341 eV. The LUMO energy (alpha / beta) is 3.682 / 3.683 eV. For the HOMO energy (alpha / beta), the calculation gives -3.11 / -2.89 eV.